No. 1
C11H17Cl2NO3Pd | wB97M-V/def2-TZVPD

```
35
C11H17Cl2NO3Pd | the Open Molecules 2025 dataset | wB97M-V/def2-TZVPD
C 0.31 -1.09 -1.90
C 1.19 0.02 -2.15
C 0.38 1.16 -2.41
C 2.65 0.01 -2.05
C -0.99 0.78 -2.30
C -1.05 -0.60 -2.03
C -2.27 -1.43 -1.90
C 0.64 -2.52 -1.87
C 0.87 2.49 -2.79
C -2.16 1.69 -2.30
Pd 0.51 -0.09 0.58
Cl 1.81 1.82 0.41
Cl 2.48 -1.50 0.69
O -1.28 0.78 0.54
H 3.07 -0.99 -2.16
H 2.88 0.33 -1.01
H 3.13 0.74 -2.70
H 1.78 2.74 -2.24
H 0.11 3.25 -2.53
H 1.04 2.58 -3.89
H -1.84 2.70 -2.01
H -2.90 1.36 -1.56
H -2.62 1.73 -3.30
H -3.12 -0.80 -1.61
H -2.12 -2.25 -1.18
H -2.53 -1.88 -2.88
H 1.66 -2.69 -1.50
H 0.58 -2.91 -2.90
H -0.06 -3.11 -1.28
H -1.20 1.45 1.26
O -0.53 -1.77 0.81
H -1.29 -1.24 1.14
O 0.00 -0.48 4.77
C 0.28 -0.26 3.61
N 0.60 -0.01 2.49
```

As for the expectation value of S²: 6.015. Its spin multiplicity is 5. Its energy above the lowest of the compared OMol25 structures with the same formula, charge and spin is 1.666 eV. The LUMO energy (spin up / spin down) comes out at 0.19302 / 0.14202 Eh. The HOMO energy (spin up / spin down) comes out at 0.951 / -0.452 eV. As for the charge: -2.


No. 2
C3H5N3O | wB97M-V/def2-TZVPD

```
12
C3H5N3O | the Open Molecules 2025 dataset | wB97M-V/def2-TZVPD
C 2.41 0.35 0.01
C 0.16 -0.27 0.00
C -1.54 0.94 0.00
H 2.34 0.99 -0.87
H 2.28 0.96 0.92
H 3.36 -0.17 0.06
H -2.25 1.76 -0.02
H -2.82 -0.77 0.03
N -0.23 1.03 -0.01
N -1.89 -0.36 0.00
N -0.81 -1.16 0.01
O 1.43 -0.69 -0.03
```

Its energy above the lowest of the compared OMol25 structures with the same formula, charge and spin is 1.346 eV. The LUMO energy comes out at 0.03415 Eh. The HOMO energy comes out at -9.076 eV. As for the charge: 0.


No. 3
C40H52N4O12Se2SiSn | wB97M-V/def2-TZVPD

```
112
C40H52N4O12Se2SiSn | the Open Molecules 2025 dataset | wB97M-V/def2-TZVPD
Sn -0.50 0.91 0.54
O -0.67 2.11 5.29
C -0.32 2.10 3.98
O -1.09 2.36 3.10
C 1.13 1.80 3.76
C 2.03 1.73 4.81
C 3.37 1.54 4.51
C 3.75 1.43 3.19
C 2.77 1.50 2.21
N 1.49 1.67 2.49
C 3.12 1.42 0.75
O 4.18 0.61 0.54
O 2.52 1.99 -0.11
H -1.62 2.29 5.30
H 1.69 1.84 5.83
H 4.11 1.49 5.30
H 4.78 1.28 2.90
H 4.01 0.13 -0.33
O -3.90 4.95 -5.74
C -3.41 5.59 -4.79
O -3.29 6.82 -4.63
C -2.86 4.72 -3.63
C -2.18 5.30 -2.57
C -1.63 4.50 -1.58
N -1.76 3.17 -1.58
C -2.46 2.61 -2.56
C -3.00 3.35 -3.62
C -2.66 1.14 -2.52
C -3.82 0.58 -3.07
C -4.00 -0.78 -3.04
C -3.01 -1.57 -2.47
C -1.90 -0.95 -1.95
N -1.73 0.37 -1.95
C -0.84 5.11 -0.47
C -0.87 6.49 -0.24
C -0.08 7.03 0.75
C 0.72 6.19 1.51
C 0.66 4.84 1.24
N -0.09 4.30 0.29
H -2.09 6.38 -2.59
H -3.51 2.88 -4.45
H -4.59 1.23 -3.46
H -4.91 -1.23 -3.42
H -3.12 -2.65 -2.40
H -1.10 -1.51 -1.48
H -1.51 7.13 -0.83
H -0.09 8.10 0.93
H 1.37 6.57 2.29
H 1.26 4.14 1.81
O -5.24 -1.62 0.56
C -3.97 -1.63 1.23
C -4.05 -0.93 2.59
C -4.75 -1.87 3.57
O -6.04 -2.29 3.15
C -4.82 0.39 2.46
Se -4.09 1.54 1.02
C -2.66 -0.57 3.16
Se -1.00 -1.17 2.27
H -5.36 -0.69 0.31
H -3.23 -1.13 0.61
H -3.67 -2.67 1.35
H -4.87 -1.38 4.54
H -4.10 -2.75 3.72
H -6.05 -2.22 2.18
H -4.75 0.93 3.41
H -5.88 0.21 2.26
H -2.58 -0.91 4.20
H -2.58 0.52 3.15
C 1.85 0.02 -3.18
C 3.19 -0.64 -2.84
C 3.46 -1.84 -3.74
C 4.31 0.39 -2.99
O 3.22 -1.06 -1.46
Si 1.96 -1.77 -0.58
O 1.18 -0.66 0.22
O 2.63 -2.95 0.35
C 3.40 -3.08 1.52
C 3.02 -4.43 2.14
C 3.11 -1.97 2.52
C 4.88 -3.08 1.13
O 1.15 -2.67 -1.71
C 0.62 -4.00 -1.69
C -0.27 -4.22 -0.47
C 1.76 -5.02 -1.71
C -0.18 -4.14 -2.99
H 1.90 0.46 -4.18
H 1.62 0.80 -2.46
H 1.04 -0.71 -3.16
H 3.41 -1.55 -4.79
H 2.72 -2.61 -3.55
H 4.45 -2.25 -3.53
H 4.45 0.64 -4.04
H 5.25 -0.03 -2.61
H 4.07 1.30 -2.44
H 1.97 -4.40 2.45
H 3.64 -4.64 3.02
H 3.14 -5.23 1.41
H 2.03 -1.85 2.65
H 3.51 -1.03 2.15
H 3.57 -2.19 3.48
H 5.10 -3.94 0.50
H 5.52 -3.12 2.02
H 5.10 -2.18 0.57
H 0.28 -4.01 0.44
H -0.61 -5.26 -0.43
H -1.14 -3.57 -0.48
H 2.32 -4.98 -0.78
H 2.44 -4.80 -2.53
H 1.36 -6.03 -1.84
H -0.89 -3.31 -3.09
H -0.73 -5.08 -3.00
H 0.49 -4.11 -3.85
```

Its energy above the lowest of the compared OMol25 structures with the same formula, charge and spin is 0.803 eV. The LUMO energy comes out at 0.12689 Eh. The HOMO energy comes out at -1.701 eV. As for the charge: -2.


No. 4
CH3IN2O2 | wB97M-V/def2-TZVPD

```
9
CH3IN2O2 | the Open Molecules 2025 dataset | wB97M-V/def2-TZVPD
C -0.81 -1.15 0.45
N 0.53 2.34 -0.52
N 0.73 2.64 -1.58
O 0.50 1.99 0.58
O 0.17 -0.73 -0.49
I 1.96 -1.59 -0.47
H -0.47 -0.78 1.41
H -0.99 -2.26 0.33
H -1.61 -0.46 0.28
```

Its energy above the lowest of the compared OMol25 structures with the same formula, charge and spin is 2.477 eV. The LUMO energy comes out at -0.02485 Eh. The HOMO energy comes out at -9.395 eV. As for the charge: 0.


No. 5
C2H10ClMgO3 | wB97M-V/def2-TZVPD

```
17
C2H10ClMgO3 | the Open Molecules 2025 dataset | wB97M-V/def2-TZVPD
Mg -5.11 -1.21 4.26
Cl -3.16 -1.73 0.95
O -6.30 -2.40 -3.69
H -7.18 -2.30 -3.34
H -5.74 -2.44 -2.92
O -0.03 -1.44 -3.32
H -0.34 -0.55 -3.13
H -0.43 -1.98 -2.64
C 3.65 1.79 2.27
C 3.14 1.53 0.91
O 1.75 1.71 0.86
H 3.39 2.68 2.85
H 4.74 1.77 2.34
H 3.36 0.94 2.89
H 3.41 0.54 0.53
H 3.56 2.22 0.18
H 1.32 0.87 1.00
```

Its energy above the lowest of the compared OMol25 structures with the same formula, charge and spin is 3.598 eV. The LUMO energy comes out at -0.36020 Eh. The HOMO energy comes out at -11.970 eV. As for the charge: +1.


No. 6
C4H10N2O | wB97M-V/def2-TZVPD

```
17
C4H10N2O | the Open Molecules 2025 dataset | wB97M-V/def2-TZVPD
C -2.79 -0.47 -0.01
C 1.17 1.06 0.67
C 0.80 -0.29 -1.50
C 0.71 -0.32 0.12
N -0.64 -0.62 0.53
N -1.66 0.07 -0.04
O 1.42 -1.31 0.82
H -3.53 0.24 -0.30
H -3.14 -1.46 0.24
H 0.26 1.53 1.09
H 1.90 0.80 1.47
H 1.62 1.67 -0.17
H 1.20 -1.31 -1.83
H 1.33 0.58 -1.88
H -0.25 -0.24 -1.72
H 1.95 -1.75 0.18
H -0.78 -1.65 0.62
```

Its energy above the lowest of the compared OMol25 structures with the same formula, charge and spin is 3.386 eV. The LUMO energy comes out at 0.03350 Eh. The HOMO energy comes out at -8.622 eV. As for the charge: 0.


No. 7
C13H19Cl2F2N4O2 | wB97M-V/def2-TZVPD

```
42
C13H19Cl2F2N4O2 | the Open Molecules 2025 dataset | wB97M-V/def2-TZVPD
C 3.03 -0.05 -1.77
C 2.18 -0.64 -2.89
Cl 1.81 0.54 -4.19
C 0.92 -1.36 -2.39
Cl 0.16 -2.24 -3.74
C -0.12 -0.52 -1.55
N 0.10 0.90 -1.55
C 0.05 -1.12 -0.09
C -0.79 -2.34 -0.14
N -1.61 -2.30 -1.12
C -1.63 -0.89 -1.65
N -2.60 -0.67 -2.70
C -2.24 -0.30 -4.05
O -2.36 -0.95 -5.01
F -1.85 0.98 -4.07
C -3.69 0.14 -2.21
O -4.83 -0.15 -2.24
F -3.24 1.29 -1.69
H 3.74 0.65 -2.19
H 3.60 -0.86 -1.31
H 2.44 0.44 -1.00
H 2.77 -1.41 -3.38
H 1.29 -2.16 -1.76
H -0.74 1.41 -1.32
H 0.44 1.23 -2.44
H -0.25 -0.41 0.69
H 1.08 -1.39 0.15
H -0.72 -3.20 0.52
H -2.21 -3.04 -1.44
H -2.02 -0.34 -0.80
C 1.41 1.62 5.92
C 0.52 2.34 4.91
C -0.31 1.38 4.05
C 0.54 0.51 3.23
N 1.23 -0.19 2.63
H 2.14 0.98 5.42
H 1.96 2.34 6.52
H 0.82 1.00 6.59
H 1.13 2.97 4.25
H -0.17 3.00 5.43
H -0.97 1.93 3.39
H -0.93 0.74 4.69
```

The LUMO energy comes out at -0.17169 Eh. The HOMO energy comes out at -13.432 eV. As for the charge: +1.


No. 8
H12O6 | wB97M-V/def2-TZVPD

```
18
H12O6 | the Open Molecules 2025 dataset | wB97M-V/def2-TZVPD
H -0.23 -1.18 0.15
H -1.66 -0.89 -0.17
H -4.56 -2.27 -0.17
H -4.68 -0.64 -0.29
H 1.09 0.39 2.04
H 0.34 1.21 3.09
H 3.24 -1.35 1.33
H 4.13 -2.10 0.30
H 3.26 1.12 -1.62
H 2.26 0.06 -2.20
H -2.17 3.17 -0.67
H -0.87 2.84 -1.32
O -1.09 -1.60 0.24
O -4.70 -1.46 -0.77
O 0.37 1.13 2.12
O 3.31 -1.68 0.42
O 3.21 0.21 -2.04
O -1.25 3.05 -0.44
```

Its energy above the lowest of the compared OMol25 structures with the same formula, charge and spin is 2.340 eV. The LUMO energy comes out at 0.00599 Eh. The HOMO energy comes out at -11.155 eV. As for the charge: 0.


Repeat the second record exactly.
C3H5N3O | wB97M-V/def2-TZVPD

```
12
C3H5N3O | the Open Molecules 2025 dataset | wB97M-V/def2-TZVPD
C 2.41 0.35 0.01
C 0.16 -0.27 0.00
C -1.54 0.94 0.00
H 2.34 0.99 -0.87
H 2.28 0.96 0.92
H 3.36 -0.17 0.06
H -2.25 1.76 -0.02
H -2.82 -0.77 0.03
N -0.23 1.03 -0.01
N -1.89 -0.36 0.00
N -0.81 -1.16 0.01
O 1.43 -0.69 -0.03
```

Its energy above the lowest of the compared OMol25 structures with the same formula, charge and spin is 1.346 eV. The LUMO energy comes out at 0.03415 Eh. The HOMO energy comes out at -9.076 eV. As for the charge: 0.


- What is the charge in the first record?
  -2